1.
{"formula": "C8H20O11P2S2", "method": "wB97M-V/def2-TZVPD", "symbols": ["C", "C", "O", "O", "C", "C", "C", "O", "S", "O", "O", "P", "P", "O", "O", "O", "H", "H", "H", "H", "H", "H", "H", "H", "H", "H", "H", "H", "O", "S", "O", "O", "C", "C", "C", "H", "H", "H", "H", "H", "H", "H", "H"], "xyz": [[2.5900, 2.5447, 4.1022], [3.1638, 1.1550, 3.8778], [2.6945, 0.2523, 4.4436], [4.2251, 0.9064, 3.0365], [4.0336, 1.3477, 1.6930], [3.8169, 0.1697, 0.7124], [2.7891, -0.8849, 1.1825], [1.4739, -0.8115, 0.5597], [0.9205, 0.7053, 0.4308], [0.7776, 1.3020, 1.7338], [-0.6591, 0.4061, -0.0922], [-1.7433, 1.6603, 0.2249], [-0.9282, 3.5964, -0.4017], [-1.9192, 4.2480, -1.2491], [-0.6683, 4.5414, 0.8807], [0.4568, 3.4698, -1.2501], [2.9256, 2.9890, 5.0409], [1.5048, 2.4380, 4.1163], [2.8098, 3.2175, 3.2660], [4.9733, 1.8270, 1.3831], [3.2598, 2.1106, 1.5737], [3.6237, 0.5763, -0.2858], [4.7851, -0.3412, 0.6442], [2.6613, -0.9201, 2.2684], [3.1882, -1.8629, 0.9000], [-1.8368, 1.7792, 1.6412], [-0.7723, 5.4493, 0.5460], [0.4652, 2.6343, -1.7427], [-3.5839, -1.4384, -3.9994], [-3.9655, -2.7238, -3.5021], [-5.1221, -2.8868, -2.6797], [-2.7103, -3.3833, -2.7674], [-2.0572, -2.6243, -1.7352], [-2.8275, -2.6588, -0.4299], [-4.0548, -3.8632, -4.8438], [-1.8874, -1.5982, -2.0671], [-1.0794, -3.0829, -1.5927], [-3.7726, -2.1223, -0.5170], [-2.2466, -2.1940, 0.3677], [-3.0638, -3.6850, -0.1465], [-3.1511, -3.7745, -5.4410], [-4.9278, -3.6019, -5.4382], [-4.1612, -4.8684, -4.4437]], "multiplicity": 1, "fmax_ha_per_bohr": 0.0659, "homo_ha": -0.365, "orbital_gap_ha": 0.368, "e_tot_ha": -2623.57073}


2.
{"formula": "C8H20O2", "method": "wB97M-V/def2-TZVPD", "symbols": ["C", "C", "O", "C", "C", "H", "H", "H", "H", "H", "H", "H", "H", "H", "H", "C", "C", "O", "C", "C", "H", "H", "H", "H", "H", "H", "H", "H", "H", "H"], "xyz": [[-1.3916, 2.5372, 0.7136], [0.0782, 3.0159, 0.6155], [0.4167, 3.5645, -0.6467], [0.5734, 2.6414, -1.6922], [0.4779, 3.3276, -3.0508], [-1.8286, 2.0166, -0.1550], [-1.9702, 3.4576, 0.8999], [-1.4786, 1.8822, 1.5968], [0.3042, 3.7303, 1.4303], [0.7720, 2.1593, 0.7169], [1.4699, 2.0316, -1.4690], [-0.3141, 1.9899, -1.5772], [1.3664, 3.9752, -3.1384], [-0.4240, 3.9467, -3.1918], [0.5139, 2.5706, -3.8522], [0.8518, -0.8593, 0.0884], [1.2281, -2.2599, 0.5267], [-0.0630, -2.8224, 0.7458], [-0.0435, -4.0658, 1.2823], [-1.5667, -4.2667, 1.4900], [0.2778, -0.7471, -0.8467], [1.8010, -0.3066, -0.0131], [0.2713, -0.4129, 0.9133], [1.8180, -2.8607, -0.1919], [1.8062, -2.1991, 1.4689], [0.3690, -4.7785, 0.5424], [0.5025, -4.2147, 2.2337], [-1.7058, -5.1755, 2.0993], [-2.0019, -4.4423, 0.4919], [-2.1101, -3.4351, 1.9695]], "multiplicity": 1, "fmax_ha_per_bohr": 0.0497, "homo_ha": -0.350, "orbital_gap_ha": 0.385, "smiles": "CCOCC.CCOCC", "e_tot_ha": -467.21963}


3.
{"formula": "C8H21BCaCs2LiNa2O11PS2", "method": "wB97M-V/def2-TZVPD", "symbols": ["C", "C", "B", "C", "S", "C", "C", "H", "H", "H", "H", "H", "H", "H", "H", "H", "H", "H", "H", "H", "C", "O", "H", "H", "H", "H", "O", "C", "C", "O", "H", "H", "H", "H", "Cs", "Cs", "O", "S", "O", "O", "O", "Ca", "O", "P", "O", "O", "O", "Na", "Na", "Li"], "xyz": [[-7.0003, 0.6266, -3.3869], [-5.5619, 0.1175, -2.9007], [-4.4698, 0.0751, -4.0724], [-2.8650, -0.1249, -3.8970], [-1.9421, 1.3858, -3.3975], [-0.1326, 1.1300, -3.8709], [0.9042, 1.8541, -2.8433], [-7.3065, 0.1846, -4.3744], [-7.7540, 0.2370, -2.6359], [-7.0925, 1.7435, -3.3976], [-5.2533, 0.7455, -2.0187], [-5.7291, -0.9602, -2.5709], [-4.8805, 0.1558, -5.1921], [-2.4584, -0.4844, -4.9306], [-2.7041, -0.9553, -3.1185], [0.0843, 1.5637, -4.8892], [0.0813, 0.0165, -3.8368], [1.7985, 2.2286, -3.4204], [1.2924, 1.0597, -2.0833], [0.4338, 2.7466, -2.2630], [3.2725, 0.6444, -0.0011], [2.5018, -0.5475, -0.0003], [3.8337, 0.7017, -0.9326], [2.6080, 1.4979, 0.0681], [3.9702, 0.6332, 0.8393], [2.0149, -0.5715, 0.8358], [0.9938, -4.9835, -0.4142], [1.6185, -3.9402, 0.1863], [1.7934, -4.2234, 1.7334], [2.4011, -3.1671, 2.3303], [1.1030, -2.9500, 0.1248], [2.6378, -3.6814, -0.1910], [2.3105, -5.1976, 1.8018], [0.7817, -4.4864, 2.0922], [-0.6974, 1.5380, -0.6681], [4.0074, -1.8450, 2.6587], [-2.4604, 6.6593, 2.9071], [-0.9990, 6.3761, 3.0206], [-0.6821, 5.1493, 2.2614], [-0.6516, 6.1891, 4.4404], [-0.2472, 7.5211, 2.4647], [0.7160, -3.3965, -1.9966], [7.1736, -1.9408, 9.2008], [6.4432, -2.7429, 8.1208], [7.3088, -3.9298, 7.6907], [6.2002, -1.8440, 6.9065], [5.1044, -3.2542, 8.6668], [3.9166, -4.0022, 7.0587], [-2.8010, -2.1371, -4.9478], [-3.6170, 8.5853, 2.8425]], "multiplicity": 1, "fmax_ha_per_bohr": 0.1144, "homo_ha": -0.193, "orbital_gap_ha": 0.034, "e_tot_ha": -3357.27054}


4.
{"formula": "C8H21BClN4O2", "method": "wB97M-V/def2-TZVPD", "symbols": ["C", "C", "C", "O", "N", "C", "C", "N", "N", "B", "N", "O", "C", "Cl", "C", "C", "H", "H", "H", "H", "H", "H", "H", "H", "H", "H", "H", "H", "H", "H", "H", "H", "H", "H", "H", "H", "H"], "xyz": [[4.4867, 1.4480, 0.8129], [3.1443, 0.7558, 1.0837], [2.3136, 0.5888, -0.1949], [1.8689, -0.7813, -0.4289], [0.6533, -1.0495, 0.1478], [0.6945, -1.6063, 1.4997], [-0.4054, -0.9028, -0.6283], [-0.2423, -0.6897, -2.0062], [-1.6672, -1.0944, -0.1934], [-2.6330, -1.5355, -1.2937], [-3.4646, -0.5975, -1.9475], [-2.6697, -2.8930, -1.4177], [-2.3031, -0.2931, 0.8775], [-2.5378, -1.2355, 2.3907], [-1.6445, 1.0542, 1.1504], [-1.7461, 2.0219, -0.0427], [4.9438, 1.7958, 1.7412], [5.1928, 0.7681, 0.3248], [4.3543, 2.3166, 0.1596], [2.5748, 1.3299, 1.8248], [3.3172, -0.2351, 1.5136], [1.4227, 1.2293, -0.1947], [2.9079, 0.8136, -1.0866], [0.3683, -0.8866, 2.2463], [1.7304, -1.8920, 1.6828], [0.0468, -2.4850, 1.5297], [0.4392, -1.3406, -2.3885], [0.1295, 0.2390, -2.1854], [-3.0466, 0.2830, -2.2102], [-4.0252, -0.9375, -2.7160], [-3.2342, -3.2297, -2.1195], [-3.3239, -0.1224, 0.5293], [-2.1728, 1.4697, 2.0150], [-0.6098, 0.9340, 1.4770], [-2.4984, 1.6927, -0.7650], [-0.7919, 2.1620, -0.5599], [-2.0629, 3.0112, 0.2999]], "multiplicity": 1, "fmax_ha_per_bohr": 0.0246, "homo_ha": -0.504, "orbital_gap_ha": 0.384, "total_charge": 1, "smiles": "CCCON(C)/C(N)=[N+](/B(N)O)[C@@H](Cl)CC", "e_tot_ha": -1171.80599}


5.
{"formula": "C8H21BrFNOPbTa", "method": "wB97M-V/def2-TZVPD", "symbols": ["N", "C", "C", "O", "C", "Ta", "C", "C", "F", "C", "C", "C", "Br", "H", "H", "H", "H", "H", "H", "H", "H", "H", "H", "H", "H", "H", "H", "H", "H", "H", "H", "H", "H", "H", "Pb"], "xyz": [[3.5184, 0.4482, 2.0582], [3.5908, 0.0234, 0.6598], [2.9942, 1.0586, -0.2425], [3.0749, 0.6078, -1.6008], [1.5564, 1.3913, 0.0510], [0.0756, -0.2686, -0.5953], [-1.4350, -1.8932, -1.1931], [-0.7488, -3.2467, -1.1005], [0.0834, -3.4509, -2.1555], [-1.4997, 1.4172, -0.6342], [-2.8246, 0.9476, -0.0687], [-3.0005, 1.5684, 1.2743], [-4.3032, 0.3966, 2.3332], [3.9149, -0.2727, 2.6452], [2.5488, 0.5274, 2.3322], [4.6086, -0.1503, 0.3592], [3.0861, -0.9268, 0.5292], [3.6205, 1.9383, -0.1467], [3.5538, 1.2754, -2.1083], [1.4022, 1.6716, 1.0849], [1.2524, 2.2508, -0.5316], [-0.2523, -0.6471, 1.2206], [1.4119, -1.5210, -0.7193], [0.2956, 0.0553, -2.4178], [-1.7696, -1.7883, -2.2185], [-2.2977, -1.9605, -0.5304], [-0.2109, -3.3245, -0.1643], [-1.4912, -4.0387, -1.0804], [-1.6028, 1.8609, -1.6072], [-1.1039, 2.2129, -0.0069], [-2.9339, -0.1296, 0.0086], [-3.6251, 1.2842, -0.7126], [-2.0989, 1.5288, 1.8576], [-3.3895, 2.5664, 1.1828], [-6.0008, -1.4123, 2.2377]], "multiplicity": 1, "fmax_ha_per_bohr": 0.0470, "homo_ha": -0.372, "orbital_gap_ha": 0.095, "total_charge": 1, "e_tot_ha": -3370.43412}


6.
{"formula": "C8H21ClNO8P", "method": "wB97M-V/def2-TZVPD", "symbols": ["O", "C", "O", "C", "C", "C", "N", "C", "O", "O", "P", "O", "Cl", "H", "H", "H", "H", "H", "H", "H", "H", "H", "C", "O", "H", "H", "H", "H", "C", "O", "H", "H", "H", "H", "C", "O", "H", "H", "H", "H"], "xyz": [[4.4183, 3.2795, 0.9228], [5.2027, 3.0190, 0.0544], [6.1176, 3.9531, -0.4014], [5.3359, 1.6946, -0.6511], [4.0338, 0.9098, -0.9258], [2.8623, 1.7253, -1.4675], [1.9555, 2.3162, -0.4435], [1.0881, 3.2849, -1.0456], [0.0081, 3.0342, -1.4981], [1.5779, 4.5487, -1.0047], [1.0359, 1.3332, 0.6223], [2.2585, 0.9365, 1.6247], [0.8824, -0.4889, -0.4325], [6.6171, 4.2748, 0.3634], [5.9674, 1.0876, 0.0093], [5.8942, 1.8247, -1.5789], [4.2843, 0.1856, -1.7080], [3.7558, 0.3272, -0.0539], [2.2538, 1.1003, -2.1284], [3.2578, 2.5302, -2.1021], [2.4926, 4.5653, -1.3208], [1.8874, 0.5113, 2.4119], [-2.6989, -1.5561, 0.7496], [-1.5138, -2.1514, 1.2817], [-3.5426, -1.9916, 1.2750], [-2.7031, -0.4742, 0.9054], [-2.7998, -1.7701, -0.3156], [-0.7611, -1.7701, 0.8185], [-3.6470, -4.9978, 1.6597], [-3.5533, -4.4259, 2.9578], [-4.4241, -5.7588, 1.6731], [-3.9142, -4.2388, 0.9197], [-2.7022, -5.4668, 1.3732], [-2.8578, -3.7599, 2.9229], [-6.4402, -1.3402, -1.2565], [-5.6216, -1.3458, -0.0924], [-5.9076, -1.8941, -2.0255], [-7.4001, -1.8297, -1.0730], [-6.6177, -0.3234, -1.6160], [-6.0823, -0.8586, 0.5961]], "multiplicity": 1, "fmax_ha_per_bohr": 0.0161, "homo_ha": -0.361, "orbital_gap_ha": 0.373, "smiles": "O=C(O)CCCN(C(=O)O)P(O)Cl.CO.CO.CO", "e_tot_ha": -1775.66123}